Record 1
The following is a DFT calculation (ωB97M-V with the def2-TZVPD basis set) of a structure of composition C27H25BrN4O2OsSTe.

Element x y z (Å)
Os (0.158, 1.702, 0.319)
Br (6.788, -1.728, -0.257)
C (5.106, -0.892, -0.447)
C (4.438, -0.966, -1.664)
C (3.207, -0.339, -1.776)
C (2.636, 0.340, -0.709)
O (1.430, 0.919, -0.973)
C (3.305, 0.420, 0.532)
C (2.839, 1.096, 1.696)
N (1.613, 1.676, 1.810)
C (1.217, 2.271, 2.983)
C (1.964, 2.389, 4.151)
C (1.408, 2.976, 5.301)
C (0.128, 3.459, 5.333)
C (-0.659, 3.383, 4.158)
C (-1.977, 3.874, 4.073)
C (-2.683, 3.785, 2.903)
C (-2.074, 3.200, 1.792)
N (-0.841, 2.716, 1.841)
C (-0.111, 2.797, 3.000)
C (4.565, -0.215, 0.619)
H (4.877, -1.484, -2.504)
H (2.675, -0.337, -2.719)
H (3.506, 1.131, 2.545)
H (2.984, 2.041, 4.194)
H (2.024, 3.048, 6.188)
H (-0.282, 3.915, 6.223)
H (-2.423, 4.334, 4.947)
H (-3.691, 4.167, 2.818)
H (-2.582, 3.121, 0.841)
H (5.109, -0.161, 1.554)
N (-1.925, -0.419, 3.570)
C (-0.730, -0.464, 2.937)
N (0.356, -0.781, 3.664)
O (-0.641, -0.217, 1.721)
H (-2.045, -0.722, 4.519)
H (-2.740, -0.266, 3.004)
H (0.333, -0.904, 4.660)
H (1.248, -0.723, 3.200)
S (-1.881, 2.613, -2.264)
C (-1.047, 2.080, -1.087)
C (-2.701, -3.564, -6.473)
C (-2.177, -3.020, -5.175)
C (-0.899, -3.346, -4.727)
C (-0.392, -2.853, -3.536)
C (0.992, -3.247, -3.097)
C (-1.215, -1.998, -2.776)
Te (-0.459, -1.303, -0.991)
C (-2.513, -1.658, -3.193)
C (-3.448, -0.807, -2.381)
C (-2.965, -2.181, -4.395)
H (-1.963, -4.193, -6.967)
H (-2.965, -2.751, -7.151)
H (-3.601, -4.158, -6.309)
H (-0.279, -4.000, -5.328)
H (1.484, -3.832, -3.872)
H (0.970, -3.862, -2.193)
H (1.628, -2.383, -2.891)
H (-2.942, -0.232, -1.603)
H (-4.202, -1.428, -1.893)
H (-3.971, -0.094, -3.017)
H (-3.965, -1.927, -4.731)

Forces on atoms 1 to 6 (eV/Å):
Os -0.152 0.111 0.213
Br 0.054 -0.031 0.003
C -0.035 0.027 0.015
C -0.065 0.025 -0.043
C 0.212 -0.123 -0.021
C -0.482 0.211 -0.149

Values from the calculation:
LUMO (spin up / spin down) ... -0.1099 / -0.1969 Eh
Frontier orbital gap (spin up / spin down) ... 0.184 / 0.178 Ha
Net charge ... +1
Expectation value of S² ... 8.850
Multiplicity ... 6

***

Record 2
The following is a DFT calculation (ωB97M-V with the def2-TZVPD basis set) of the ion C5H13N2O with charge -1.

Element x y z (Å)
N (-0.944, 0.314, -2.066)
C (-0.439, 1.635, -1.707)
C (0.016, 1.641, -0.244)
N (1.218, 0.819, -0.082)
C (1.287, -0.085, 1.081)
C (0.862, -1.562, 0.877)
C (-0.542, -1.852, 1.476)
O (-1.539, -1.077, 0.930)
H (-1.637, 0.446, -2.788)
H (-1.298, -0.158, -1.221)
H (-1.248, 2.389, -1.755)
H (0.435, 1.893, -2.356)
H (0.275, 2.665, 0.044)
H (-0.764, 1.311, 0.360)
H (1.311, 0.306, -0.958)
H (0.654, 0.324, 1.874)
H (2.327, -0.087, 1.405)
H (1.701, -2.108, 1.345)
H (0.893, -1.689, -0.212)
H (-0.689, -2.954, 1.394)
H (-0.421, -1.624, 2.576)

Forces on atoms 1 to 6 (eV/Å):
N 0.399 0.091 0.050
C 0.079 0.153 0.734
C 1.874 0.627 -1.235
N -0.119 -0.171 -0.431
C -0.359 0.048 -0.312
C 0.389 1.097 0.023

Values from the calculation:
SMILES ... NCCNCCC[O-]
LUMO ... 0.1484 Eh
Frontier orbital gap ... 0.246 Ha
Net charge ... -1

***

Record 3
The following is a DFT calculation (ωB97M-V with the def2-TZVPD basis set) of the molecule C3H4F2IP.

Element x y z (Å)
F (1.930, -1.886, -1.432)
C (1.307, -0.784, -1.192)
F (1.631, 0.294, -1.954)
C (0.244, -0.642, -0.337)
I (-0.438, -2.406, 0.524)
C (-0.528, 0.617, -0.140)
P (-0.120, 1.106, 1.635)
H (-1.585, 0.588, -0.471)
H (-0.349, 1.459, -0.786)
H (-0.676, -0.052, 2.147)
H (-1.416, 1.706, 2.005)

Forces on atoms 1 to 6 (eV/Å):
F 0.897 -0.058 -0.565
C -3.477 2.423 1.424
F 0.631 -1.582 0.466
C 1.788 -0.647 -2.403
I -0.081 -0.087 0.120
C -0.914 0.542 0.322

Values from the calculation:
SMILES ... FC(F)=C(I)CP
LUMO ... 0.0147 Eh
Frontier orbital gap ... 0.345 Ha

***

The evaluated F_max for the records listed, in turn: 0.547 2.331 4.471 eV/Å.
The evaluated energy above the lowest of the compared OMol25 structures with the same formula, charge and spin for the records listed, in turn: 7.73 22.80 4.40 kcal/mol.